Formula: C20H61N5O14
Source: the OMol25 dataset
Level of theory: the ωB97M-V functional and the def2-TZVPD basis

Geometry as XYZ:
```
100
Properties=species:S:1:pos:R:3
H -3.392 -2.655 -0.359
H 2.310 -5.362 -1.572
H 1.045 1.380 -3.303
O 0.489 -5.278 -2.341
H 4.376 2.859 -3.451
H 5.309 5.056 -4.225
H 1.366 -6.810 -1.099
H -1.854 -3.309 -0.913
H 4.057 0.116 2.617
C 1.335 -5.732 -1.256
H 3.306 2.193 -0.692
O -3.005 3.706 -3.277
C -3.231 -2.855 -2.534
H 1.176 -2.901 -2.251
H 4.019 4.001 -2.205
C 4.768 1.896 3.711
C -2.403 -3.961 2.603
H 0.120 -1.678 -1.858
O -0.381 -2.880 3.355
H -1.171 3.076 -2.952
H -3.454 -3.992 2.889
H -3.588 2.769 2.720
H 2.808 1.361 2.900
H -2.585 3.927 -4.112
C 4.243 3.054 4.575
C -3.595 2.833 3.808
H -3.378 0.860 -4.418
O -1.940 -5.266 2.303
H -4.822 4.052 4.781
H -2.321 -4.470 -3.501
C 2.819 1.722 -1.547
N 5.365 2.372 2.511
O 3.323 4.560 -3.972
H 0.382 -5.934 -3.033
H 4.641 2.913 2.060
H -1.270 0.997 3.128
N 0.277 -2.484 -2.446
O 0.358 -1.239 1.158
O 1.451 -3.766 0.021
C 0.914 -5.049 0.068
O -1.296 2.880 -0.240
H -2.388 -2.328 3.984
H 1.984 1.060 -1.318
H -4.264 -3.155 -2.715
H 4.316 6.160 -3.196
C -1.960 3.564 -2.380
O -1.527 1.555 3.865
H -2.432 -3.187 -4.337
O -3.933 -1.111 -3.993
C 2.377 2.742 -2.588
C 3.655 0.831 3.336
H -3.274 0.648 3.997
H -3.198 3.550 -0.669
H -2.589 -5.814 1.855
C 4.343 5.546 -4.097
H 4.110 6.258 -4.888
H -2.853 1.598 5.460
C -1.715 -3.148 3.734
N 1.716 2.022 -3.701
C -2.879 1.593 4.370
C 3.594 3.527 -3.089
H -1.576 4.544 -2.099
N -2.141 -3.480 -3.416
H -0.166 -4.972 0.194
O -0.874 0.395 1.348
H -2.859 1.935 -1.207
H -3.687 -0.818 -1.996
H 1.768 -1.207 5.144
H -4.872 0.806 -3.518
H 1.196 2.678 -4.267
H -3.221 -4.327 -0.912
H 1.341 -0.102 3.905
H 3.546 3.754 4.114
H -1.668 -3.748 4.643
H 3.689 2.767 5.468
H 1.094 -3.199 0.708
H -4.922 0.353 -5.160
H -0.966 1.979 -0.265
H 5.067 3.509 5.124
H -2.203 -0.868 -2.916
N -0.350 -0.403 0.601
H 1.366 -5.606 0.890
H -2.342 -3.359 1.696
H 1.675 3.460 -2.165
H 0.419 -2.083 -3.362
H 6.121 3.007 2.724
C 2.166 -0.726 4.250
H -0.355 -2.151 2.731
C -2.926 -3.296 -1.107
O -4.873 3.183 4.377
O -0.559 -0.345 -0.581
C -4.290 0.281 -4.275
C -3.185 -1.330 -2.816
C -2.414 2.924 -1.094
H 5.547 1.394 4.285
H 2.217 -1.396 3.393
H 3.592 1.028 -1.876
H -2.880 3.591 4.127
O 3.364 0.082 4.495
H -0.498 -3.131 -2.468
```

As for the spin multiplicity: 1. For the LUMO energy, the calculation gives -0.19 eV. The calculation puts the total energy at -57836.1405 eV. The charge is 0. Its HOMO-LUMO gap is 8.74 eV. For the molar mass, the calculation gives 595.73 g mol⁻¹.



Formula: C20H61NO14
Source: the OMol25 dataset
Level of theory: the ωB97M-V functional and the def2-TZVPD basis

Geometry as XYZ:
```
96
Properties=species:S:1:pos:R:3
C 4.946 -1.492 2.092
H 0.596 -3.236 -3.904
C -6.320 -0.377 -0.362
C -5.288 -1.308 -0.056
C 3.480 0.134 1.050
C -1.798 4.380 0.445
O 4.788 -0.112 1.666
H 5.051 -0.662 -1.407
H 0.570 -2.076 -0.373
C -0.076 -3.629 0.318
O 0.676 -1.782 6.183
H 0.621 -0.881 3.787
H 1.278 1.431 -0.111
H -0.752 -3.057 0.898
H 2.716 -0.149 1.749
H 1.743 2.139 -3.375
H -6.264 -0.074 -1.404
H -1.773 -0.092 1.298
H -0.754 -3.830 -0.379
H 0.106 3.032 4.268
H -5.005 1.512 2.005
H 0.088 5.125 -4.283
H 4.443 -2.393 -2.217
H -3.908 2.086 3.126
O 0.966 -2.813 -0.064
H -3.842 -0.352 1.803
H 0.181 -2.269 -5.311
C -0.014 -2.358 -4.242
H -4.422 -0.788 -0.202
C -0.443 -2.025 5.221
O -0.135 1.201 0.482
H -3.708 2.026 1.437
O -5.204 -1.703 1.301
H 0.459 -2.518 3.309
H 0.556 1.581 2.025
H 2.225 3.683 -0.678
O 2.981 -0.270 -2.559
O -2.473 -0.933 -2.428
H 4.375 -1.610 3.064
C -0.135 2.110 3.750
C 0.000 -1.725 3.851
H -0.808 -1.321 3.148
H -0.834 3.777 -3.618
H -6.421 0.389 0.429
C 2.337 2.792 -1.358
O -1.557 3.459 -0.596
H 0.985 -4.518 2.028
H -0.879 -2.849 -3.897
N 2.278 1.508 -0.586
O 0.638 -1.277 -3.607
H 0.310 2.375 -2.461
H -0.532 -5.071 1.691
H -7.340 -0.775 -0.399
H -0.219 1.470 4.799
O -3.316 0.230 2.336
H 0.695 -5.624 0.701
O 0.821 1.792 2.862
H 3.253 2.968 -1.711
H 0.343 3.490 -4.836
H 1.464 -2.335 6.145
C 0.330 -4.733 1.199
H -4.587 -2.530 1.410
C -3.946 1.476 2.186
H -1.351 2.459 -0.429
C 3.352 1.578 0.464
H -0.865 -3.120 5.282
H 2.263 0.685 -1.199
H 3.123 2.185 1.441
H -1.709 3.870 1.437
H 3.717 -1.124 -4.129
H -1.196 2.151 3.414
H -2.941 0.177 -4.234
C 5.034 -1.382 -2.276
H -5.325 -2.270 -0.612
C 4.159 -0.589 -3.218
H 5.989 -1.521 2.377
H 3.352 -0.572 0.334
C -2.526 0.210 -3.305
H -2.902 1.080 -2.604
O -1.654 -0.587 0.351
H -1.679 0.487 -3.619
H 4.443 1.921 0.185
C 1.330 2.797 -2.500
H 4.624 0.141 -3.724
H -1.057 5.045 0.774
H -1.804 -0.610 -1.803
O -0.025 -0.331 -1.208
C -0.487 0.049 -0.210
H 6.082 -1.433 -2.781
H -1.370 -1.277 5.546
H -2.802 4.904 0.437
H 4.857 -2.194 1.216
H 2.265 -0.567 -3.128
O 1.112 4.198 -3.083
H 0.310 -1.157 -2.769
C 0.091 4.150 -4.091
```

As for the spin multiplicity: 1. For the LUMO energy, the calculation gives 0.53 eV. The calculation puts the total energy at -51871.9765 eV. The charge is 0. Its HOMO-LUMO gap is 10.07 eV. For the molar mass, the calculation gives 539.70 g mol⁻¹.